1.
DFT (ωB97M-V/def2-TZVPD) results for a cluster of 2 separate species, C5H11NO in total at a distorted geometry.

Calculated values
**SMILES**: CN=C=O.CCC
**Highest occupied orbital energy**: -10.0 eV
**Multiplicity**: 1
**LUMO**: 0.77 eV
**Energy relative to the best compared isomer or geometry (same formula, charge and spin)**: 140.2 kJ/mol
**E**: -8900.244 eV
**Charge**: 0

Element x y z (Å)
O -2.116 -0.460 0.923
N -0.456 -1.868 -0.020
C 0.704 1.426 0.750
C 0.470 0.884 -0.679
C -0.781 1.637 -1.240
C -1.251 -1.136 0.511
C 0.455 -2.807 0.561
H -1.017 1.352 -2.267
H 0.935 2.507 0.727
H 1.319 1.208 -1.272
H -1.706 1.531 -0.649
H 0.051 -3.133 1.524
H -0.177 1.327 1.404
H 0.596 -0.227 -0.815
H 0.595 -3.605 -0.175
H -0.584 2.730 -1.261
H 1.404 -2.306 0.755
H 1.560 0.941 1.223

natural (NBO) atomic charge list, values in e, 4 entries: atom 1 (O): -0.52, atom 2 (N): -0.56, atom 3 (C): -0.62, atom 4 (C): -0.43

2.
DFT (ωB97M-V/def2-TZVPD) results for the ion C3H6NO2 with charge -1 at a distorted geometry.

Calculated values
**SMILES**: CC(=O)NC[O-]
**Highest occupied orbital energy**: -3.6 eV
**Multiplicity**: 1
**LUMO**: 4.02 eV
**Energy relative to the best compared isomer or geometry (same formula, charge and spin)**: 225.2 kJ/mol
**E**: -8792.883 eV
**Charge**: -1

Element x y z (Å)
O 2.631 -0.431 0.882
O -1.843 1.024 0.123
N 0.108 -0.228 0.109
C -1.109 0.087 -0.290
C -1.348 -0.547 -1.655
C 1.485 0.178 1.115
H -2.372 -0.992 -1.852
H 0.644 -0.713 -0.621
H -0.643 -1.320 -2.077
H 0.925 -0.025 2.157
H 1.446 1.270 0.902
H -1.225 0.326 -2.331

natural (NBO) atomic charge list, values in e, 4 entries: atom 1 (O): -0.85, atom 2 (O): -0.72, atom 3 (N): -0.69, atom 4 (C): 0.62

3.
DFT (ωB97M-V/def2-TZVPD) results for a cluster of 3 separate species, H6O3 in total.

Calculated values
**SMILES**: O.O.O
**Highest occupied orbital energy**: -10.9 eV
**Multiplicity**: 1
**LUMO**: 0.74 eV
**Energy relative to the best compared isomer or geometry (same formula, charge and spin)**: 43.5 kJ/mol
**E**: -6239.802 eV
**Charge**: 0

Element x y z (Å)
O -0.272 2.560 -1.003
O -0.351 -2.535 0.150
O 0.826 0.030 1.144
H -0.793 -3.272 0.572
H -0.155 2.859 -0.101
H 0.750 0.705 0.470
H 0.552 2.781 -1.437
H 0.109 -0.577 0.958
H -0.666 -2.551 -0.753

natural (NBO) atomic charge list, values in e, 4 entries: atom 1 (O): -0.94, atom 2 (O): -0.94, atom 3 (O): -0.95, atom 4 (H): 0.47

4.
DFT (ωB97M-V/def2-TZVPD) results for a cluster of 2 separate species, C5H10 in total at a distorted geometry.

Calculated values
**SMILES**: C#CC.CC
**Highest occupied orbital energy**: -9.9 eV
**Multiplicity**: 1
**LUMO**: 1.03 eV
**Energy relative to the best compared isomer or geometry (same formula, charge and spin)**: 303.0 kJ/mol
**E**: -5344.126 eV
**Charge**: 0

Element x y z (Å)
C -1.883 -0.348 -0.991
C -2.640 -0.049 1.479
C 1.514 0.731 0.400
C 2.339 -0.308 -0.296
C -2.302 -0.235 0.338
H -3.140 0.088 2.475
H 1.771 -1.261 -0.233
H 2.011 0.927 1.433
H 0.628 0.230 0.705
H -2.084 -1.244 -1.433
H 1.360 1.678 -0.017
H 2.328 0.098 -1.302
H -2.392 0.471 -1.617
H -0.871 -0.244 -0.973
H 3.361 -0.533 0.032

natural (NBO) atomic charge list, values in e, 4 entries: atom 1 (C): -0.68, atom 2 (C): -0.26, atom 3 (C): -0.61, atom 4 (C): -0.62

5.
DFT (ωB97M-V/def2-TZVPD) results for a structure of composition C18H39N5OReS2Si at a distorted geometry.

Calculated values
**Highest occupied orbital energy (alpha / beta)**: -13.9 / -14.2 eV
**Multiplicity**: 2
**LUMO (alpha / beta)**: -6.72 / -6.67 eV
**Energy relative to the best compared isomer or geometry (same formula, charge and spin)**: 58.1 kJ/mol
**E**: -60461.770 eV
**Charge**: +2

Element x y z (Å)
Re 0.328 0.940 -0.147
S 0.952 -1.273 0.350
S 2.258 1.962 -0.424
Si -2.315 0.178 -1.881
O -0.371 2.882 -0.039
N 2.177 -3.286 -0.870
N 2.402 -1.268 -1.931
N -0.919 -0.222 2.394
N 0.488 3.915 -0.207
N -0.309 0.982 1.889
C -0.940 -0.317 3.880
C 0.833 6.234 -0.289
C 2.193 6.009 -0.499
C -0.013 5.163 -0.144
C -1.810 0.773 4.505
C 0.495 -0.221 4.392
C 3.210 -1.775 -3.047
C 2.667 4.714 -0.562
C -0.422 0.600 -1.979
C 2.381 -2.498 -4.099
C 0.298 -4.791 -0.263
C -2.403 -1.566 -1.268
C -1.516 -1.696 4.169
C -3.112 1.314 -0.629
C 1.779 3.659 -0.408
C 1.655 -4.236 0.131
C -3.041 0.405 -3.554
C 1.919 -1.995 -0.933
H -1.078 5.224 0.021
H -3.396 2.265 -1.084
H 0.562 1.098 2.410
H -0.894 1.802 2.068
H -2.528 -0.196 -4.306
H -1.602 -1.844 5.245
H -4.018 0.853 -0.225
H -1.855 -0.282 2.006
H 2.713 -3.688 -1.625
H -1.466 1.776 4.235
H 1.611 -3.729 1.092
H -0.324 1.517 -2.573
H 2.874 6.842 -0.609
H -3.001 1.451 -3.864
H -2.468 1.563 0.220
H -3.444 -1.889 -1.183
H -4.092 0.101 -3.542
H 0.542 -0.580 5.419
H 0.869 0.808 4.411
H 2.395 -5.030 0.211
H 0.427 7.233 -0.239
H 3.714 4.498 -0.722
H 1.786 -3.309 -3.674
H 2.201 -0.282 -1.886
H -1.776 0.713 5.593
H 4.002 -2.412 -2.646
H -0.874 -2.475 3.759
H 3.705 -0.911 -3.485
H -1.898 -2.257 -1.950
H -0.044 -5.496 0.493
H 0.350 -5.321 -1.215
H 3.039 -2.927 -4.854
H -2.852 0.666 4.198
H 1.166 -0.839 3.789
H -0.013 -0.250 -2.531
H -0.439 -3.991 -0.347
H -2.514 -1.805 3.738
H 1.699 -1.808 -4.597
H -1.941 -1.675 -0.283

natural (NBO) atomic charge list, values in e, 4 entries: atom 1 (Re): 0.94, atom 2 (S): -0.08, atom 3 (S): 0.21, atom 4 (Si): 1.65

6.
DFT (ωB97M-V/def2-TZVPD) results for the molecule C4H6O2.

Calculated values
**SMILES**: CC(C=O)C=O
**Highest occupied orbital energy**: -10.0 eV
**Multiplicity**: 1
**LUMO**: 0.75 eV
**Energy relative to the best compared isomer or geometry (same formula, charge and spin)**: 115.3 kJ/mol
**E**: -8339.266 eV
**Charge**: 0

Element x y z (Å)
O 0.393 -1.450 1.646
O 0.817 1.798 0.998
C -1.227 -0.243 -0.315
C 0.305 -0.127 -0.356
C 0.977 -0.985 0.700
C 0.524 1.348 -0.081
H 2.059 -1.183 0.547
H -1.537 -1.264 -0.094
H 0.255 2.009 -0.932
H -1.608 0.392 0.490
H 0.713 -0.383 -1.345
H -1.671 0.087 -1.259

natural (NBO) atomic charge list, values in e, 4 entries: atom 1 (O): -0.50, atom 2 (O): -0.51, atom 3 (C): -0.60, atom 4 (C): -0.44

7.
DFT (ωB97M-V/def2-TZVPD) results for a structure of composition C2H3N3S at a distorted geometry.

Calculated values
**Highest occupied orbital energy (alpha / beta)**: -8.1 / -8.6 eV
**Multiplicity**: 1
**LUMO (alpha / beta)**: -0.87 / -1.02 eV
**Energy relative to the best compared isomer or geometry (same formula, charge and spin)**: 720.9 kJ/mol
**E**: -17420.325 eV
**Charge**: 0

Element x y z (Å)
S 2.784 -0.253 -0.388
N 0.785 1.313 -0.220
N 0.131 0.185 -0.362
N -1.366 0.172 -0.398
C 1.716 0.650 0.617
C 0.993 -0.595 0.364
H 0.764 -1.450 0.836
H 0.309 2.159 -0.077
H -1.683 -0.818 -0.269

natural (NBO) atomic charge list, values in e, 4 entries: atom 1 (S): 0.16, atom 2 (N): -0.41, atom 3 (N): 0.01, atom 4 (N): -0.47

8.
DFT (ωB97M-V/def2-TZVPD) results for a structure of composition C44H55ClN9O4PS3Zr at a distorted geometry.

Calculated values
**Highest occupied orbital energy**: -12.1 eV
**Multiplicity**: 1
**LUMO**: -5.77 eV
**Energy relative to the best compared isomer or geometry (same formula, charge and spin)**: 0.0 kJ/mol
**E**: -123703.124 eV
**Charge**: +2

Element x y z (Å)
Zr -0.161 0.355 0.231
Cl -0.504 1.215 3.029
S 2.283 0.671 -0.533
S 2.271 -0.686 2.949
S -0.787 1.345 -2.623
P -2.697 -2.175 0.647
O -1.257 2.404 3.207
O 0.739 1.456 2.250
O -1.231 0.310 2.015
O -0.305 0.504 4.230
N 1.335 -1.211 1.581
N 3.566 2.985 -0.507
N 1.129 1.507 -4.513
N 0.505 -1.626 -0.944
N -2.220 1.514 -0.218
N -0.931 0.738 -5.200
N 0.148 2.579 0.028
N 2.379 -3.316 1.614
N 1.367 3.198 -0.077
C -2.198 0.055 -4.933
C -2.196 -3.523 -1.718
C -0.745 -5.563 2.163
C -4.534 2.803 0.574
C -4.139 -1.947 1.917
C -0.813 3.333 0.445
C 3.701 -4.534 4.843
C 0.396 -1.730 -2.282
C -1.428 -4.721 1.288
C 3.288 -4.526 3.516
C 1.217 -3.948 -2.315
C -0.652 4.710 0.963
C 3.633 -3.373 5.598
C 3.159 -2.197 5.026
C -0.130 1.169 -4.206
C -1.360 7.018 1.024
C -1.464 5.742 0.492
C -5.440 -1.538 1.209
C -1.652 -3.377 1.597
C -4.255 -4.369 -0.511
C 2.777 -2.190 3.695
C 1.939 2.363 -3.642
C 1.080 -2.655 -0.298
C 2.361 2.406 -0.339
C -1.120 -2.907 2.806
C -4.425 -3.202 2.750
C 2.829 -3.349 2.956
C -4.598 1.669 -0.214
C -0.457 7.269 2.046
C 0.367 6.250 2.511
C -3.808 -0.797 2.878
C -0.871 1.323 -6.550
C -0.468 -3.747 3.694
C -3.393 -3.133 -0.833
C 0.285 4.982 1.963
C -0.280 -5.087 3.379
C -4.236 -2.214 -1.739
C -3.290 3.335 0.883
C -3.419 1.027 -0.538
C 0.775 -2.840 -3.002
C 1.577 -2.371 1.085
C 1.367 -3.846 -0.941
C 1.893 0.853 -5.581
C -2.166 2.715 0.383
H -1.234 -1.867 3.082
H -3.424 0.095 -1.077
H -1.983 7.814 0.638
H -0.672 0.562 -7.304
H -0.110 -3.351 4.638
H -4.633 -2.823 -2.556
H 1.358 -0.014 -5.956
H 1.083 6.449 3.299
H -5.259 -4.093 -0.195
H -5.084 -1.750 -1.242
H 3.660 3.971 -0.327
H -0.039 -0.879 -2.774
H 3.948 -3.375 6.634
H 0.933 4.194 2.321
H 1.459 -4.872 -2.825
H -5.310 -0.657 0.580
H -1.397 -4.051 -1.202
H -5.543 1.258 -0.541
H 2.575 2.979 -4.276
H 0.223 -5.748 4.074
H -0.392 8.259 2.479
H 4.073 -5.450 5.282
H -1.837 1.780 -6.766
H 1.709 -4.711 -0.394
H -0.615 -6.606 1.899
H -2.154 5.559 -0.323
H -2.984 0.767 -4.677
H -1.806 -5.159 0.380
H 4.391 2.419 -0.587
H -3.844 -5.022 0.251
H -5.264 -2.968 3.413
H -5.437 3.279 0.937
H -1.773 -2.626 -2.168
H -3.622 -1.435 -2.199
H -5.873 -2.338 0.613
H -2.088 -0.650 -4.115
H 1.298 3.004 -3.045
H 0.677 -2.837 -4.079
H 2.843 0.526 -5.158
H -4.720 -4.058 2.147
H -2.481 -0.483 -5.836
H -4.362 -4.955 -1.428
H -6.173 -1.283 1.979
H -2.546 -4.161 -2.534
H 2.504 -4.170 1.107
H -3.192 4.221 1.491
H 3.109 -1.284 5.609
H -3.683 0.151 2.351
H -0.114 2.095 -6.601
H 2.106 1.529 -6.409
H -4.650 -0.688 3.567
H -2.923 -0.980 3.485
H 2.562 1.763 -2.982
H -3.585 -3.495 3.377
H 3.330 -5.433 2.920

Mulliken atomic charge list, values in e, 4 entries: atom 1 (Zr): 0.01, atom 2 (Cl): 2.20, atom 3 (S): -0.57, atom 4 (S): -0.22

- Look up the charge of the second one.
  -1

Copy entry 5 word for word.
DFT (ωB97M-V/def2-TZVPD) results for a structure of composition C18H39N5OReS2Si at a distorted geometry.

Calculated values
**Highest occupied orbital energy (alpha / beta)**: -13.9 / -14.2 eV
**Multiplicity**: 2
**LUMO (alpha / beta)**: -6.72 / -6.67 eV
**Energy relative to the best compared isomer or geometry (same formula, charge and spin)**: 58.1 kJ/mol
**E**: -60461.770 eV
**Charge**: +2

Element x y z (Å)
Re 0.328 0.940 -0.147
S 0.952 -1.273 0.350
S 2.258 1.962 -0.424
Si -2.315 0.178 -1.881
O -0.371 2.882 -0.039
N 2.177 -3.286 -0.870
N 2.402 -1.268 -1.931
N -0.919 -0.222 2.394
N 0.488 3.915 -0.207
N -0.309 0.982 1.889
C -0.940 -0.317 3.880
C 0.833 6.234 -0.289
C 2.193 6.009 -0.499
C -0.013 5.163 -0.144
C -1.810 0.773 4.505
C 0.495 -0.221 4.392
C 3.210 -1.775 -3.047
C 2.667 4.714 -0.562
C -0.422 0.600 -1.979
C 2.381 -2.498 -4.099
C 0.298 -4.791 -0.263
C -2.403 -1.566 -1.268
C -1.516 -1.696 4.169
C -3.112 1.314 -0.629
C 1.779 3.659 -0.408
C 1.655 -4.236 0.131
C -3.041 0.405 -3.554
C 1.919 -1.995 -0.933
H -1.078 5.224 0.021
H -3.396 2.265 -1.084
H 0.562 1.098 2.410
H -0.894 1.802 2.068
H -2.528 -0.196 -4.306
H -1.602 -1.844 5.245
H -4.018 0.853 -0.225
H -1.855 -0.282 2.006
H 2.713 -3.688 -1.625
H -1.466 1.776 4.235
H 1.611 -3.729 1.092
H -0.324 1.517 -2.573
H 2.874 6.842 -0.609
H -3.001 1.451 -3.864
H -2.468 1.563 0.220
H -3.444 -1.889 -1.183
H -4.092 0.101 -3.542
H 0.542 -0.580 5.419
H 0.869 0.808 4.411
H 2.395 -5.030 0.211
H 0.427 7.233 -0.239
H 3.714 4.498 -0.722
H 1.786 -3.309 -3.674
H 2.201 -0.282 -1.886
H -1.776 0.713 5.593
H 4.002 -2.412 -2.646
H -0.874 -2.475 3.759
H 3.705 -0.911 -3.485
H -1.898 -2.257 -1.950
H -0.044 -5.496 0.493
H 0.350 -5.321 -1.215
H 3.039 -2.927 -4.854
H -2.852 0.666 4.198
H 1.166 -0.839 3.789
H -0.013 -0.250 -2.531
H -0.439 -3.991 -0.347
H -2.514 -1.805 3.738
H 1.699 -1.808 -4.597
H -1.941 -1.675 -0.283

natural (NBO) atomic charge list, values in e, 4 entries: atom 1 (Re): 0.94, atom 2 (S): -0.08, atom 3 (S): 0.21, atom 4 (Si): 1.65